{"formula": "CH3NO3", "method": "the ωB97M-V functional and the def2-TZVPD basis", "gap_ev": 9.00, "e_above_lowest_kj_mol": 554.3, "molar_mass_g_mol": 77.04, "energy_ha": -320.13148, "symbols": ["C", "N", "O", "O", "O", "H", "H", "H"], "xyz": [[-0.7044, -0.0698, -0.0592], [0.2025, 0.8454, 0.7454], [-0.2204, 1.9674, 0.7772], [1.2910, 0.4896, 1.1399], [-1.2711, 0.5572, -0.9286], [0.8898, -2.2701, -0.1671], [1.0666, -3.0546, -0.4717], [-1.2540, 1.5349, -1.0359]]}

=====

{"formula": "CH3NO3", "method": "the ωB97M-V functional and the def2-TZVPD basis", "gap_ev": [7.36, 7.36], "e_above_lowest_kj_mol": 677.2, "molar_mass_g_mol": 77.04, "energy_ha": -320.08469, "symbols": ["C", "N", "O", "O", "O", "H", "H", "H"], "xyz": [[-0.1508, 0.4984, 0.4229], [0.8912, 0.3472, 1.3542], [0.8726, -0.3514, 2.3492], [1.8324, 1.0841, 1.0983], [0.2579, -1.6848, -0.7721], [-1.2409, 0.1131, 0.3555], [0.1771, 1.1154, -0.3993], [-0.2029, -1.3431, -1.5301]]}